[1]
ORCA calculation (ωB97M-V/def2-TZVPD) on a cluster of 5 separate species, C5H19NO5 in total at a distorted geometry.

Output
Energy above the lowest of the compared OMol25 structures with the same formula, charge and spin   26.5 kcal per mole
Spin multiplicity   1
Gap between HOMO and LUMO   8.770 eV
Net charge   0
E   -17220.1099 eV
SMILES   C=C(N)CCCO.O.O.O.O
Lowest unoccupied orbital energy   0.304 eV
HOMO   -8.5 eV
Strongest force on any atom   1.79 eV Å⁻¹

The geometry in XYZ format:
```
30
Properties=species:S:1:pos:R:3:forces:R:3
C 1.095815 1.355564 0.792657 0.3 -0.5 0.2
C 0.789835 1.054874 -0.469014 -0.3 0.1 -0.8
N 1.762159 0.822583 -1.451155 0.0 -0.2 0.4
C -0.624644 0.876134 -0.977968 0.3 -0.5 -0.3
C -0.990324 -0.561013 -1.363164 -1.1 -1.4 0.1
C -1.223184 -1.567643 -0.216087 -0.4 -0.1 0.6
O -1.686814 -0.962666 0.993408 0.0 0.1 0.3
H 0.371469 1.362338 1.592886 -0.2 0.3 -0.1
H 2.136979 1.427808 1.088336 0.0 0.1 0.0
H 1.526126 1.019773 -2.418775 -0.1 0.4 0.5
H 2.685484 1.107461 -1.163127 0.1 0.0 -0.2
H -1.310744 1.284255 -0.241505 -0.2 -0.1 0.0
H -0.779600 1.418813 -1.912631 0.3 0.5 0.2
H -1.938174 -0.596847 -1.909510 -0.1 0.7 0.0
H -0.336329 -1.062546 -2.079692 0.5 0.4 0.2
H -0.383313 -2.231386 -0.037193 0.3 0.3 0.1
H -2.030117 -2.275079 -0.422925 -0.1 0.2 -0.5
H -1.073189 -0.292826 1.321906 0.2 -0.1 -0.3
O -1.313688 1.195164 3.302060 -0.3 -0.2 0.2
H -1.172242 1.854516 3.990713 0.1 0.0 -0.1
H -2.143107 0.770178 3.556635 -0.1 0.1 -0.1
O -0.608866 -1.810887 3.756206 -0.1 0.0 -0.2
H -0.749187 -2.239153 2.902500 0.0 -0.1 0.1
H -0.948235 -0.926598 3.577146 0.3 0.1 0.2
O 1.235117 1.807516 -4.085170 0.1 0.0 -0.1
H 0.420431 1.762195 -4.595247 0.1 -0.1 -0.1
H 1.848961 1.180560 -4.485123 -0.1 0.1 -0.2
O 1.726450 -1.969746 -0.736015 0.3 -0.1 -0.2
H 1.752705 -1.169961 -1.290284 0.2 -0.1 0.1
H 1.384127 -1.614950 0.089693 0.2 0.0 0.1
```
Positions in Å, forces in eV/Å.


[2]
ORCA calculation (ωB97M-V/def2-TZVPD) on a structure of composition C21H42AgN9O3P3S5Sb at a distorted geometry.

Output
Energy above the lowest of the compared OMol25 structures with the same formula, charge and spin   33.4 kcal per mole
Spin multiplicity   1
Gap between HOMO and LUMO   3.519 eV
Net charge   -2
E   -134598.1197 eV
Lowest unoccupied orbital energy   3.648 eV
HOMO   0.1 eV
Strongest force on any atom   3.12 eV Å⁻¹

The geometry in XYZ format:
```
85
Properties=species:S:1:pos:R:3:forces:R:3
Ag -0.304956 -0.276467 0.981528 -1.6 0.0 0.1
C 1.062844 -2.714167 2.747328 -0.3 -0.3 0.5
N 1.509344 -1.937167 1.608928 0.7 0.5 0.4
C 1.927044 -2.734167 0.481728 0.1 -0.2 -0.6
P 2.210044 -0.496367 2.082228 2.7 -1.5 0.4
O 1.393544 0.673733 2.310528 -0.5 1.2 0.4
O 3.227344 -0.217867 0.804228 -0.7 0.1 0.0
P 2.548244 0.572933 -0.418272 2.4 1.0 -0.6
O 1.267344 0.092633 -0.902972 -0.9 -0.3 -0.4
N 2.539044 2.205333 -0.074272 -0.1 -0.9 -0.1
C 1.275244 2.834233 0.267728 -0.4 0.2 0.0
C 3.667644 2.768433 0.629528 0.2 0.0 0.0
N 3.738544 0.240233 -1.556772 -0.4 0.2 0.4
C 3.380344 0.481333 -2.930572 -0.1 0.0 -0.2
C 5.151944 0.165233 -1.308972 0.1 -0.1 0.1
N 3.354044 -0.731967 3.266228 -0.8 -0.1 -0.5
C 4.327344 -1.778967 3.120028 0.1 -0.1 -0.1
C 3.101744 -0.274067 4.614428 0.0 0.5 0.3
H 1.859344 -3.343567 3.166828 0.1 0.0 -0.2
H 0.226944 -3.348767 2.449828 0.0 0.1 0.0
H 0.710944 -2.033467 3.523828 -0.1 -0.2 0.1
H 2.695144 -3.474567 0.757528 -0.1 0.1 0.1
H 2.316344 -2.102767 -0.315872 -0.1 -0.2 0.0
H 1.050344 -3.259867 0.092528 0.1 0.0 0.0
H 0.459344 2.249033 -0.159572 0.0 0.1 0.1
H 1.262144 3.839633 -0.162272 0.0 0.0 0.0
H 1.129544 2.900133 1.349128 0.0 -0.1 0.0
H 4.588444 2.315533 0.262928 0.1 0.1 0.1
H 3.607644 2.617933 1.715828 -0.1 0.0 -0.1
H 3.693344 3.843133 0.428728 0.1 0.0 0.0
H 2.304444 0.625533 -2.969972 -0.1 0.0 -0.3
H 3.644144 -0.382467 -3.550472 0.0 0.0 0.0
H 3.884244 1.368633 -3.334172 0.0 0.0 0.0
H 5.322844 0.036833 -0.242872 0.2 0.0 0.0
H 5.677544 1.065333 -1.661672 0.0 0.0 0.1
H 5.570344 -0.700567 -1.838072 0.1 0.1 0.0
H 4.381844 -2.073567 2.071828 0.2 -0.1 0.0
H 4.083544 -2.659567 3.729828 0.0 0.0 -0.1
H 5.311244 -1.412267 3.433828 0.0 -0.1 0.0
H 2.099744 0.177733 4.677328 0.1 -0.1 0.1
H 3.854544 0.462033 4.917628 0.1 0.0 0.0
H 3.124644 -1.109367 5.320828 -0.1 0.0 -0.1
S -4.963956 -0.737967 3.573528 -0.4 -0.2 0.0
Sb -3.215856 0.661733 3.096828 0.7 -0.2 -0.3
S -2.650956 0.125033 0.692428 -0.8 -0.1 1.0
S -1.272256 -0.751167 3.932128 -1.0 -0.3 -0.9
S -0.140756 0.198633 5.311628 0.3 0.5 0.9
C -3.491656 2.834533 -3.924672 -0.1 0.2 -0.2
N -4.194956 2.192933 -2.834972 -0.3 0.0 -0.3
C -4.515556 3.185833 -1.822572 -0.2 0.1 -0.1
N -3.358156 3.927233 -1.354472 -0.2 0.4 0.0
C -2.671956 4.512733 -2.488272 -0.1 0.3 -0.1
N -2.295656 3.564333 -3.526172 -0.1 0.3 -0.3
C -1.295656 2.639033 -3.007672 0.2 -0.4 0.3
P -1.794956 1.582433 -1.474672 0.0 0.5 -0.8
C -3.431156 1.098233 -2.261672 0.3 -0.4 0.2
C -2.488356 3.074033 -0.568272 0.3 -0.3 0.3
H -4.175356 3.549533 -4.402072 0.0 0.0 0.0
H -3.207356 2.076233 -4.661072 0.0 0.0 0.0
H -4.974956 2.672633 -0.974472 0.0 0.1 0.0
H -5.224056 3.907433 -2.255272 0.0 -0.1 0.0
H -1.770356 5.021133 -2.126872 -0.1 0.0 -0.1
H -3.340056 5.259533 -2.940372 0.1 0.0 0.0
H -0.400156 3.220533 -2.748472 0.0 -0.1 0.0
H -1.024756 1.953733 -3.822372 0.1 0.0 0.1
H -4.011356 0.620233 -1.467672 0.0 -0.1 -0.2
H -3.232056 0.365133 -3.054472 -0.1 0.0 0.1
H -1.659856 3.683133 -0.189072 0.0 -0.1 0.1
H -3.053756 2.667333 0.274428 0.2 0.1 0.0
N -0.422956 -1.712267 -2.414272 0.1 0.2 -0.1
C -1.251056 -2.470767 -1.644072 -0.5 -0.9 0.2
N -1.257856 -2.507467 -0.358472 0.9 0.5 -0.7
C -2.180256 -3.387167 0.132328 -0.8 -0.8 -0.2
C -2.535756 -3.554067 1.468628 0.2 0.3 -0.2
C -3.513356 -4.470467 1.792828 -0.1 -0.1 0.0
C -4.141756 -5.236967 0.814328 -0.1 -0.1 -0.1
C -3.829356 -5.065767 -0.526272 -0.1 -0.2 0.1
C -2.863456 -4.137767 -0.848972 0.2 0.3 -0.1
S -2.345156 -3.641467 -2.444372 0.2 0.3 0.4
H -0.039556 -0.944167 -1.871072 0.2 0.2 -0.1
H -0.831756 -1.404067 -3.285672 0.0 0.0 0.1
H -2.090556 -2.911467 2.213828 0.0 0.1 0.2
H -3.828256 -4.564767 2.821028 0.0 0.0 0.1
H -4.913756 -5.943467 1.090928 0.0 0.0 0.0
H -4.334556 -5.625667 -1.302172 -0.1 0.0 0.0
```
Positions in Å, forces in eV/Å.